Computed, not measured: an isolated ion of composition CN4O2S and charge -2 in a non-equilibrium geometry, with ωB97M-V/def2-TZVPD.

calculated total energy: -21924.7353 eV
Kohn-Sham gap: 6.3 eV
max |F|: 4.47 eV Å⁻¹
LUMO: 6.561 eV
net charge: -2
energy above the lowest of the compared OMol25 structures with the same formula, charge and spin: 0.00 kJ/mol

Each line ends with the Löwdin charge.
Positions of all 8 atoms, in Å:
C: 0.1245 0.0600 0.0815  -0.539
N: -0.9207 1.2103 0.3449  -0.107
N: -2.0323 0.5638 0.1492  -0.294
N: -0.5484 -0.9760 -0.2304  -0.095
N: -1.8997 -0.6666 -0.2356  -0.208
O: 2.4890 -0.5736 1.0874  -0.646
O: 2.5241 0.1124 -1.2194  -0.637
S: 1.9309 0.4405 0.1208  0.526